The following is a DFT calculation (ωB97M-V with the def2-TZVPD basis set) of a molecular structure, C38H27F6N3O4OsSb.

XYZ file:
```
80
Properties=species:S:1:pos:R:3:lowdin_charge:R:1
Os 0.451 -0.217 -0.522 1.52
Sb -0.347 3.511 0.984 1.57
F 2.070 2.402 -0.318 -0.06
F 1.501 1.873 -2.332 0.02
F 3.018 0.723 -1.285 0.01
F -2.487 4.992 -4.681 0.06
F 2.865 8.591 2.699 0.05
F -5.207 4.936 4.704 0.05
O 1.164 -1.277 -2.038 -0.23
O -1.230 0.507 0.322 -0.32
O 2.984 -1.622 -3.867 0.09
O 1.316 -0.005 1.275 -0.25
N 0.749 -0.719 2.274 -0.14
N 0.240 -3.110 -0.995 0.09
N -0.420 -2.115 -0.290 -0.15
C -2.026 4.698 -3.448 -0.28
C -0.927 5.380 -2.969 0.00
C -2.964 4.293 4.417 -0.02
C 0.472 -2.741 3.427 -0.01
C -3.295 -2.102 1.906 -0.05
C -4.177 4.669 3.873 -0.29
C 1.735 -4.852 -2.623 -0.04
C 2.735 6.258 2.462 -0.01
C 2.168 7.505 2.305 -0.29
C 3.361 -5.170 -4.344 -0.08
C 0.736 5.285 1.499 -0.39
C -0.385 -2.103 4.316 -0.03
C 1.787 1.321 -1.115 -0.66
C -1.917 4.009 3.552 -0.14
C -3.301 4.499 1.666 -0.11
C 1.861 -3.459 -2.733 -0.08
C -1.093 4.111 -0.917 -0.38
C -3.974 0.069 2.615 -0.07
C 0.201 6.565 1.358 -0.12
C -2.134 -0.147 1.038 -0.35
C -2.289 -1.553 1.093 -0.15
C 2.007 5.148 2.050 -0.13
C -4.125 -1.318 2.672 -0.09
C 1.047 -2.598 -1.868 -0.38
C -3.007 0.639 1.817 -0.01
C 0.912 7.686 1.758 -0.01
C -0.648 -0.753 4.161 -0.01
C -2.667 3.718 -2.716 -0.01
C 1.037 -2.021 2.400 0.00
C -2.065 4.103 2.168 -0.40
C -2.184 3.424 -1.449 -0.14
C 2.471 -5.705 -3.411 -0.09
C -1.473 -2.473 0.344 -0.07
C -0.463 5.076 -1.696 -0.11
C -4.368 4.783 2.512 -0.01
C 3.506 -3.808 -4.471 -0.01
C -0.062 -0.069 3.117 0.00
C 2.765 -2.932 -3.671 -0.25
H -3.514 3.197 -3.141 0.12
H -1.743 -3.527 0.327 0.14
H 2.451 4.164 2.150 0.09
H -5.332 5.092 2.130 0.12
H -2.661 2.632 -0.881 0.09
H 0.407 5.600 -1.317 0.10
H -2.853 4.232 5.492 0.12
H 0.510 8.685 1.657 0.12
H 1.033 -5.238 -1.898 0.11
H -0.447 6.126 -3.587 0.12
H -1.316 -0.223 4.824 0.13
H 3.725 6.167 2.889 0.12
H 2.442 -1.107 -3.242 0.08
H -3.448 4.597 0.597 0.09
H -0.846 -2.659 5.120 0.12
H 1.700 -2.419 1.646 0.15
H 2.357 -6.776 -3.312 0.10
H -2.894 1.714 1.774 0.08
H -0.959 3.722 3.977 0.09
H -0.791 6.695 0.939 0.10
H -4.891 -1.766 3.289 0.10
H 0.701 -3.792 3.518 0.12
H 4.193 -3.374 -5.185 0.12
H -4.623 0.712 3.197 0.11
H 3.946 -5.828 -4.975 0.11
H -3.405 -3.181 1.919 0.11
H -0.206 0.976 2.881 0.11
```

Output
spin multiplicity: 2
energy: -2859.5152 Eh
HOMO-LUMO gap (alpha / beta): 6.81 / 6.94 eV